{"formula": "C12H18BF5NO11P2S3", "method": "the ωB97M-V functional and the def2-TZVPD basis", "species": ["C", "B", "O", "C", "C", "S", "O", "O", "C", "F", "F", "C", "F", "F", "F", "C", "C", "O", "N", "P", "O", "O", "O", "C", "P", "O", "O", "S", "H", "H", "H", "H", "H", "H", "H", "H", "H", "H", "C", "C", "C", "S", "O", "O", "C", "H", "H", "H", "H", "H", "H", "H", "H"], "positions_angstrom": [[-2.1412, 3.4817, -0.6037], [-1.7209, 1.9090, -0.7223], [-0.9052, 1.4542, -1.8018], [-2.2590, 0.9400, 0.5088], [-3.7039, 0.3781, 0.3064], [-4.8316, 0.6521, -1.1233], [-4.8818, 2.0519, -1.6601], [-6.2328, 0.3729, -0.5877], [-4.6172, -0.6566, -2.4818], [-4.7351, -1.9090, -1.7801], [-5.6826, -0.6425, -3.4063], [-3.1653, -0.6649, -3.1534], [-2.2402, -1.1129, -2.1931], [-3.1997, -1.6810, -4.1635], [-2.8082, 0.5195, -3.8164], [-4.2308, -0.5409, 1.4288], [-3.3006, -0.8659, 2.6630], [-3.9228, -1.7039, 3.5937], [-1.9466, -0.3351, 2.8034], [-0.9772, -0.8149, 4.2016], [-1.5420, -1.9355, 5.0688], [-0.6872, 0.4768, 5.3095], [0.4869, -1.4870, 3.5829], [-1.3883, 0.5953, 1.7807], [0.2842, 1.4337, 1.8117], [0.2128, 3.1457, 1.5631], [1.1995, 1.3313, 3.2279], [1.3732, 0.5462, 0.4362], [-1.2452, 4.1631, -0.8738], [-2.3365, 3.6900, 0.5194], [-3.0579, 3.7724, -1.2159], [-1.1174, 2.0576, -2.5619], [-5.2935, -0.9682, 1.3321], [-4.8810, -1.8032, 3.3866], [-1.2463, 1.2132, 4.9412], [1.0546, -1.5557, 4.3959], [0.3056, 3.5969, 2.4363], [1.9938, 0.7576, 3.0637], [6.0417, -1.9641, -2.7670], [6.6950, -0.7758, -2.0585], [5.5934, -0.0300, -1.3029], [4.3435, -1.2487, -0.9100], [3.1357, -0.9199, -1.6346], [4.3452, -1.4913, 0.5162], [5.1394, -2.6188, -1.7293], [6.7849, -2.6653, -3.1515], [5.4438, -1.6072, -3.6119], [7.4450, -1.1417, -1.3499], [7.2053, -0.1158, -2.7634], [5.9679, 0.4141, -0.3799], [5.1316, 0.7389, -1.9249], [4.3894, -3.2776, -2.1663], [5.7257, -3.1590, -0.9826]], "charge": 1, "lumo_energy_ha": -0.2352, "orbital_gap_ev": 5.681, "mol_weight_g_mol": 616.223, "largest_force_ev_per_a": 8.5}